1.
Here is a molecular structure, C57H43N2P2S2SiZn from OMol25. Energies are from ωB97M-V with the def2-TZVPD basis set.

Results
**Total charge**: +1
**HOMO**: -9.366 eV
**DFT total energy**: -5855.2474 Eh

```
108
Properties=species:S:1:pos:R:3:forces:R:3
Zn -0.13542 0.22355 -1.33806 0.0 -0.5 0.7
C -0.44702 3.44225 -3.28607 0.0 0.1 -0.1
Si -0.13439 2.48698 -1.71224 0.1 0.0 0.1
C 1.58303 3.08008 -1.09453 0.0 0.0 0.0
C 1.83948 4.46023 -1.13080 0.0 -0.1 0.0
C 3.10182 4.98979 -0.91722 0.0 -0.1 0.0
C 4.17483 4.13944 -0.68266 -0.1 0.0 0.0
C 3.95769 2.77432 -0.63790 0.0 0.0 0.1
C 2.68176 2.23366 -0.81932 -0.1 0.0 0.1
P 2.48504 0.40978 -0.65226 0.1 0.2 -0.2
C 3.15094 0.03540 1.00767 -0.1 0.0 0.0
C 3.19268 0.98171 2.03009 0.0 0.0 0.0
C 3.54542 0.61152 3.32311 0.0 0.0 0.0
C 3.85845 -0.70830 3.61152 0.0 0.0 0.0
C 3.81353 -1.66306 2.60086 0.0 0.0 0.0
C 3.45498 -1.29541 1.31401 0.0 0.0 0.0
C 3.69027 -0.31422 -1.81684 0.0 0.0 0.0
C 3.20016 -0.67108 -3.07434 0.0 0.1 0.0
C 4.02981 -1.23764 -4.03109 0.0 0.0 0.1
C 5.36491 -1.46963 -3.73182 0.0 0.0 0.0
C 5.86442 -1.12515 -2.48313 0.0 0.0 0.0
C 5.03332 -0.55106 -1.53145 0.0 0.0 0.0
C -1.57789 2.99494 -0.55260 -0.1 -0.1 0.0
C -1.65901 4.33647 -0.15295 0.0 0.0 0.0
C -2.76502 4.85050 0.50536 0.0 -0.1 0.0
C -3.85710 4.02984 0.75755 0.0 0.0 0.0
C -3.80556 2.69849 0.38420 0.1 0.0 0.0
C -2.67041 2.15609 -0.22962 0.0 0.0 0.0
P -2.68838 0.35367 -0.62017 -0.2 0.3 -0.2
C -3.12897 -0.51994 0.92783 0.1 0.0 0.0
C -3.12980 -1.91809 0.85635 0.0 -0.1 0.0
C -3.32058 -2.69523 1.98795 0.0 0.0 0.0
C -3.47720 -2.08701 3.22701 0.0 0.0 0.0
C -3.43458 -0.70405 3.31924 0.0 0.0 0.0
C -3.26094 0.07481 2.18041 0.0 0.0 0.0
C -4.14738 0.22742 -1.72740 0.0 0.0 0.1
C -4.97467 -0.89533 -1.76224 0.0 0.0 0.1
C -5.99834 -0.98975 -2.69483 0.0 0.0 0.0
C -6.20318 0.02697 -3.61745 0.0 -0.1 0.0
C -5.38117 1.14343 -3.59746 0.0 0.0 0.0
C -4.36377 1.24410 -2.65905 0.1 0.0 0.0
H -0.52057 4.51163 -3.06824 0.0 0.0 -0.1
H -1.38359 3.13252 -3.75511 0.0 0.0 0.0
H 0.36443 3.29469 -4.00139 0.0 0.0 0.0
H 1.03444 5.14756 -1.36483 0.0 0.0 0.0
H 3.25301 6.06125 -0.95545 0.0 0.0 0.0
H 5.17147 4.53791 -0.54287 0.0 0.0 0.0
H 4.79496 2.11191 -0.45032 0.0 0.0 0.0
H 2.94631 2.01635 1.82378 0.0 0.0 0.0
H 3.57060 1.36021 4.10503 0.0 0.0 0.0
H 4.14157 -0.99305 4.61693 0.0 0.0 0.0
H 4.05740 -2.69566 2.81657 0.0 0.0 0.0
H 3.41548 -2.05044 0.53482 0.0 0.0 0.0
H 2.15900 -0.47820 -3.31627 0.0 0.0 0.0
H 3.63629 -1.49692 -5.00562 0.0 0.0 0.0
H 6.01629 -1.91830 -4.47057 0.0 0.0 0.0
H 6.90704 -1.29879 -2.25011 0.0 0.0 0.0
H 5.43734 -0.28922 -0.56011 0.0 0.0 0.0
H -0.83905 5.00878 -0.38028 0.0 0.0 0.0
H -2.78657 5.89300 0.79803 0.0 0.0 0.0
H -4.74346 4.42601 1.23643 0.0 0.0 0.0
H -4.66548 2.06385 0.56651 0.0 0.0 0.0
H -2.95366 -2.41074 -0.09545 0.0 0.0 0.0
H -3.33088 -3.77479 1.90397 0.0 0.0 0.0
H -3.61996 -2.68835 4.11561 0.0 0.0 0.0
H -3.53491 -0.22032 4.28290 0.0 0.0 0.0
H -3.20365 1.14961 2.28685 0.0 0.0 0.0
H -4.85131 -1.69362 -1.04236 0.0 0.0 0.0
H -6.64235 -1.85998 -2.69473 0.0 0.0 0.0
H -7.00281 -0.04847 -4.34287 0.0 0.0 0.0
H -5.53755 1.94626 -4.30679 0.0 0.0 0.0
H -3.74078 2.13062 -2.64737 0.0 0.0 0.0
S -0.01698 1.68692 5.88352 0.0 -0.1 0.1
C 0.00381 3.36232 6.20486 0.0 0.0 0.0
C 0.02597 4.09462 5.05867 0.0 0.0 -0.1
C 0.02213 3.27699 3.89584 0.0 0.2 0.0
C -0.00064 1.94056 4.18192 0.0 -0.2 -0.1
C -0.00495 0.81388 3.23994 0.0 0.2 0.0
C -0.12406 1.06445 1.85871 0.0 0.1 0.0
N -0.11092 0.12041 0.94810 0.0 0.1 -0.2
C 0.02805 -1.16393 1.32978 0.0 0.0 -0.1
C 0.13336 -1.52466 2.67250 0.0 -0.1 0.1
C 0.27158 -2.91142 3.02520 0.0 0.1 0.0
C 0.31361 -3.86468 2.07527 0.0 0.0 -0.1
C 0.21885 -3.52068 0.68085 0.0 -0.1 0.1
C 0.27120 -4.48334 -0.33361 0.0 -0.1 0.2
C 0.17558 -4.12312 -1.65909 0.0 0.0 -0.2
C 0.02575 -2.75139 -1.92933 0.0 0.0 0.0
N -0.01463 -1.82315 -0.99264 0.0 0.0 -0.1
C 0.07622 -2.18140 0.31202 0.0 0.2 -0.1
C 0.23939 -5.11653 -2.73940 0.0 0.1 0.0
C 0.19284 -6.47634 -2.61943 0.0 -0.1 0.0
C 0.29354 -7.15160 -3.86342 0.0 0.0 0.1
C 0.41111 -6.28878 -4.90836 0.0 0.0 0.0
S 0.40829 -4.66303 -4.39258 0.0 0.1 0.0
C 0.11510 -0.49966 3.62816 0.0 -0.1 0.1
H -0.00162 3.71714 7.22327 0.0 0.0 0.0
H 0.04325 5.17470 5.04012 0.0 0.0 0.0
H 0.03990 3.67906 2.89120 0.0 0.0 0.0
H -0.23829 2.07992 1.49484 0.0 0.0 0.0
H 0.34955 -3.17371 4.07333 0.0 0.0 0.0
H 0.42399 -4.90819 2.34346 0.0 0.0 0.0
H 0.40120 -5.52271 -0.05731 0.0 0.0 0.0
H -0.05940 -2.40402 -2.95356 0.0 0.0 0.0
H 0.08236 -6.98955 -1.67386 0.0 0.0 0.0
H 0.27515 -8.22570 -3.97428 0.0 0.0 0.0
H 0.50594 -6.51885 -5.95757 0.0 0.0 0.0
H 0.21298 -0.76031 4.67652 0.0 0.0 0.0
```
Positions in Å, forces in eV/Å.

***

2.
Here is a molecular structure, C57H43N4NaO6PSSb from OMol25. Energies are from ωB97M-V with the def2-TZVPD basis set.

Results
**Total charge**: -2
**HOMO**: -1.427 eV
**DFT total energy**: -4010.6878 Eh
**Energy above the lowest of the compared OMol25 structures with the same formula, charge and spin**: 4.5 kcal/mol

```
114
Properties=species:S:1:pos:R:3:forces:R:3
Na 0.57420 0.23944 1.29009 -0.1 0.7 -0.4
C -2.35502 2.72397 4.12006 0.1 0.0 0.0
C -1.12966 2.36306 3.51985 -0.1 0.0 0.0
N -0.99304 2.20575 2.22901 -0.2 0.0 -0.3
C -2.05982 2.41431 1.40399 0.4 -0.1 0.0
C -3.32046 2.79369 1.91210 -0.2 0.1 0.0
C -3.43382 2.93128 3.31492 -0.1 0.0 0.0
C -4.41796 3.02705 1.03848 0.2 -0.1 0.1
C -4.20850 2.88422 -0.30602 0.1 0.0 -0.2
C -2.96466 2.51607 -0.84410 -0.1 0.1 0.1
C -1.85268 2.23425 -0.03876 0.1 0.0 0.4
N -0.66425 1.74163 -0.43230 0.0 0.2 -0.2
C -0.23611 1.81875 -1.71200 0.1 -0.4 0.1
C -0.45809 2.86902 -2.60615 0.0 0.0 -0.2
C 0.06076 2.87312 -3.91267 -0.1 0.1 0.2
C 0.81561 1.84068 -4.39987 0.0 -0.2 0.1
C 1.11110 0.75994 -3.52863 0.1 0.0 -0.2
C 1.91463 -0.33369 -3.94161 0.0 0.1 -0.1
C 2.22559 -1.32922 -3.06867 0.0 -0.1 0.2
C 1.72337 -1.23202 -1.74881 0.1 -0.1 -0.1
N 0.94886 -0.26529 -1.34315 -0.1 0.3 0.0
C 0.62233 0.74390 -2.20572 0.0 -0.1 0.4
H -2.42166 2.82227 5.19685 0.0 0.0 0.0
H -0.24317 2.19260 4.12457 0.0 0.0 0.0
H -4.39737 3.20510 3.73444 0.0 0.0 0.0
H -5.38262 3.30600 1.44513 0.0 0.0 0.0
H -5.03525 3.04835 -0.99170 0.0 0.0 0.0
H -2.87567 2.37947 -1.91350 0.0 0.0 0.1
H -1.04362 3.71214 -2.26476 0.0 0.0 0.0
H -0.14179 3.72905 -4.54913 0.0 0.0 0.0
H 1.21401 1.84622 -5.40748 0.0 0.0 0.0
H 2.28291 -0.35110 -4.96278 0.0 0.0 0.0
H 2.83412 -2.17819 -3.35486 0.0 0.0 0.0
H 1.98547 -1.98577 -1.01028 0.0 0.0 0.0
O 2.96978 -0.72478 4.71396 -0.6 0.2 0.2
C 1.92824 0.10403 4.74317 0.1 -0.6 0.2
O 1.98274 1.30476 4.76720 0.1 0.4 -0.1
C 0.60363 -0.62711 4.76733 0.1 0.0 -0.1
C 0.12639 -1.28032 5.89304 0.0 0.0 0.1
C -1.10689 -1.90941 5.80933 0.0 0.0 0.0
C -1.78380 -1.91114 4.60126 0.0 0.0 0.1
C -1.20786 -1.25606 3.52416 0.0 -0.1 -0.2
N -0.05133 -0.59461 3.61305 -0.3 -0.3 0.0
C -1.79625 -1.40657 2.11746 0.1 0.1 0.1
O -2.75747 -2.20356 1.96073 -0.1 0.0 0.1
O -1.19582 -0.81948 1.19924 -0.8 -0.6 0.1
H 3.68036 -0.35001 4.10919 0.3 -0.2 -0.2
H 0.71258 -1.29306 6.80321 0.0 0.0 0.0
H -1.51732 -2.42538 6.67006 0.0 0.0 0.0
H -2.71402 -2.43949 4.45031 0.0 0.0 0.0
O 4.61389 -0.20179 2.76310 0.2 0.2 0.0
C 3.78993 0.13555 1.88286 -0.3 0.2 -0.1
O 2.54616 0.02186 1.95182 0.6 -0.2 0.3
C 4.27599 0.81616 0.58889 0.0 0.0 0.0
P 2.87857 1.93016 0.09675 0.4 0.8 0.0
C 3.67630 3.02956 -1.18993 0.1 -0.4 0.0
C 4.43909 2.44077 -2.20460 0.0 0.0 -0.1
C 4.94151 3.18279 -3.26665 -0.1 0.0 0.1
C 4.68524 4.54503 -3.34891 0.0 0.0 0.1
C 3.91698 5.14439 -2.35887 0.0 -0.1 0.0
C 3.41847 4.39671 -1.29948 0.0 0.0 0.1
C 2.87077 3.14426 1.49210 -0.1 -0.1 -0.1
C 1.69906 3.88192 1.65920 -0.1 0.0 0.0
C 1.59001 4.82824 2.67200 0.0 -0.1 0.0
C 2.64903 5.03614 3.54397 0.0 -0.1 0.0
C 3.81433 4.29067 3.39980 -0.1 0.0 0.0
C 3.92296 3.35434 2.38180 0.0 0.0 0.0
H 4.36657 0.04030 -0.17696 0.0 0.0 0.0
H 5.24417 1.29998 0.71606 0.0 0.0 0.0
H 4.63151 1.37265 -2.17965 0.0 0.0 0.0
H 5.52546 2.69036 -4.03526 0.0 0.0 0.0
H 5.07047 5.12893 -4.17607 0.0 0.0 0.0
H 3.69451 6.20379 -2.41108 0.0 0.0 0.0
H 2.81711 4.89136 -0.54617 0.0 0.0 0.0
H 0.85096 3.67691 1.01091 0.1 0.0 0.0
H 0.66216 5.37386 2.79592 0.0 0.0 0.0
H 2.55837 5.75349 4.35131 0.0 0.0 0.0
H 4.63336 4.42201 4.09655 0.0 0.0 0.0
H 4.82756 2.76382 2.30558 0.0 0.0 0.0
S -0.06480 -3.99224 1.64870 0.1 0.3 -0.2
Sb -1.30220 -3.33394 -0.15026 0.0 -0.8 -0.2
C -2.94398 -4.71352 -0.31070 -0.2 -0.1 0.2
C -2.84010 -5.92091 -0.99965 0.0 0.0 0.0
C -3.91648 -6.80209 -1.06317 0.0 0.1 0.0
C -5.11085 -6.49344 -0.42898 0.0 0.1 0.0
C -5.21817 -5.30448 0.28212 0.1 0.0 0.0
C -4.14440 -4.42481 0.34574 0.0 -0.1 -0.1
C -0.09700 -4.22523 -1.73400 -0.1 -0.1 -0.2
C -0.59270 -4.45254 -3.02265 0.1 0.0 0.1
C 0.18526 -5.06499 -3.99796 0.0 0.0 0.1
C 1.48222 -5.46357 -3.69844 0.0 0.0 0.0
C 1.98298 -5.26030 -2.41907 -0.1 0.0 0.0
C 1.19544 -4.65563 -1.44353 0.0 0.1 -0.1
C -2.20399 -1.81698 -1.32821 -0.1 0.4 0.0
C -1.67038 -1.46871 -2.56171 -0.1 0.0 0.1
C -2.33881 -0.55768 -3.37710 0.0 0.0 0.1
C -3.54022 -0.00861 -2.96329 0.0 -0.1 0.0
C -4.05927 -0.34024 -1.71613 0.0 -0.1 0.0
C -3.39061 -1.22963 -0.88931 0.1 0.1 -0.2
H -1.91242 -6.19446 -1.48959 0.0 0.0 0.0
H -3.81449 -7.73496 -1.60600 0.0 0.0 0.0
H -5.94948 -7.17832 -0.47891 0.0 0.0 0.0
H -6.13977 -5.06076 0.79775 0.0 0.0 0.0
H -4.22723 -3.52119 0.93374 0.0 0.0 0.0
H -1.60318 -4.15416 -3.27572 0.0 0.0 0.0
H -0.22021 -5.22604 -4.98986 0.0 0.0 0.0
H 2.09605 -5.93468 -4.45761 0.0 0.0 0.0
H 2.99096 -5.57442 -2.17360 0.0 0.0 0.0
H 1.57465 -4.51108 -0.43735 0.0 0.0 0.0
H -0.71488 -1.85632 -2.88676 0.0 -0.1 0.0
H -1.88851 -0.25660 -4.31553 0.0 0.0 0.0
H -4.04921 0.71536 -3.58882 0.0 0.0 0.0
H -4.96687 0.13264 -1.36027 0.0 0.0 0.0
H -3.74850 -1.42356 0.11193 0.0 0.0 0.0
```
Positions in Å, forces in eV/Å.

***

| no. | HOMO-LUMO gap (eV) |
| --- | --- |
| 1 | 6.29 |
| 2 | 5.09 |